Version w
Here is a single C7H13N molecule from the Open Molecules 2025 dataset. Energies are from ωB97M-V/def2-TZVPD.

Positions of all 21 atoms, in Å:
C -1.63 -1.01 0.20
C -0.61 -0.71 1.29
C 0.61 0.04 0.78
C 1.18 0.89 1.64
C 1.15 0.03 -0.63
C 0.92 1.31 -1.37
C 1.60 1.78 -2.41
N -2.46 -2.19 0.48
H -2.19 -0.07 0.03
H -1.14 -1.23 -0.75
H -0.18 -1.67 1.62
H -1.10 -0.18 2.09
H 0.78 1.04 2.63
H 2.03 1.54 1.42
H 2.23 -0.12 -0.50
H 0.88 -0.80 -1.29
H -0.02 1.81 -1.15
H 2.50 1.30 -2.79
H 1.30 2.71 -2.87
H -3.39 -2.09 0.11
H -2.48 -2.37 1.48

Properties
LUMO energy, eV: 1.09
Structure (SMILES): C=CCC(=C)CCN
E_HOMO, eV: -9.137

Okay, here come the Löwdin numbers, in e, for every atom:
1. C -0.298
2. C -0.167
3. C -0.309
4. C 0.039
5. C -0.189
6. C -0.186
7. C -0.005
8. N -0.008
9. H 0.114
10. H 0.092
11. H 0.126
12. H 0.111
13. H 0.059
14. H 0.069
15. H 0.119
16. H 0.110
17. H 0.103
18. H 0.057
19. H 0.048
20. H 0.055
21. H 0.058

---

Version x
Here is a single C7H13N molecule from the Open Molecules 2025 dataset. Energies are from ωB97M-V/def2-TZVPD.

Positions of all 21 atoms, in Å:
C 0.59 0.78 1.50
C -1.12 -1.36 0.41
C -2.18 0.45 -0.99
C 2.48 0.16 0.22
C -0.92 0.01 -0.25
C 1.11 0.73 0.05
C 0.40 0.11 -1.13
N -0.39 1.07 0.56
H 0.93 1.62 2.10
H 0.53 -0.14 2.09
H -1.52 -2.08 -0.31
H -0.19 -1.79 0.79
H -2.06 1.45 -1.42
H -3.04 0.47 -0.31
H -2.41 -0.24 -1.81
H -1.83 -1.29 1.24
H 3.10 0.83 0.83
H 2.99 0.06 -0.75
H 2.48 -0.83 0.69
H 0.81 -0.82 -1.54
H 0.24 0.82 -1.95

Properties
LUMO energy (spin up / spin down), eV: 0.85 / 0.85
Structure (SMILES): CC1(C)C[C@@]2(C)CN12
E_HOMO (spin up / spin down), eV: -6.824 / -6.811

Okay, here come the Löwdin numbers, in e, for every atom:
1. C -0.152
2. C -0.028
3. C -0.045
4. C -0.093
5. C -0.528
6. C -0.337
7. C -0.079
8. N 0.072
9. H 0.129
10. H 0.104
11. H 0.087
12. H 0.077
13. H 0.082
14. H 0.079
15. H 0.084
16. H 0.088
17. H 0.080
18. H 0.074
19. H 0.081
20. H 0.107
21. H 0.117

---

The least stable of them is version x.

---

Version w
Here is a single C2H2O2S2 molecule from the Open Molecules 2025 dataset. Energies are from ωB97M-V/def2-TZVPD.

Positions of all 8 atoms, in Å:
C -0.41 0.32 -1.38
C -0.81 0.56 -0.04
O -0.14 0.01 -3.78
O 0.07 -0.01 0.89
S -2.15 1.38 0.40
S -1.05 0.67 -2.86
H 0.44 -0.37 -1.63
H -0.07 0.30 1.80

Properties
LUMO energy (spin up / spin down), eV: -1.95 / -1.95
E_HOMO (spin up / spin down), eV: -9.458 / -9.458

Okay, here come the Löwdin numbers, in e, for every atom:
1. C -0.413
2. C -0.925
3. O -0.534
4. O -0.039
5. S 0.719
6. S 0.989
7. H 0.099
8. H 0.104

---

Version x
Here is a single C2H2O2S2 molecule from the Open Molecules 2025 dataset. Energies are from ωB97M-V/def2-TZVPD.

Positions of all 8 atoms, in Å:
C -0.35 -0.83 -0.16
C 0.33 0.48 0.06
H -2.23 0.56 -0.21
H 2.12 1.12 0.83
O 1.36 0.24 1.00
O -0.06 1.49 -0.60
S -1.82 -0.85 -0.92
S 0.67 -2.21 0.01

Properties
LUMO energy, eV: -1.52
Structure (SMILES): O=C(O)C(=S)S
E_HOMO, eV: -8.928

Okay, here come the Löwdin numbers, in e, for every atom:
1. C -1.166
2. C -0.579
3. H 0.081
4. H 0.265
5. O -0.086
6. O 0.011
7. S 0.803
8. S 0.672

---

Version y
Here is a single C2H2O2S2 molecule from the Open Molecules 2025 dataset. Energies are from ωB97M-V/def2-TZVPD.

Positions of all 8 atoms, in Å:
C -0.51 -0.42 0.03
C 0.58 0.44 0.04
H 0.66 -1.80 0.21
H -0.72 1.82 -0.02
O -0.29 -1.70 0.00
O 0.34 1.81 0.01
S -2.07 0.06 -0.13
S 2.01 -0.22 -0.14

Properties
LUMO energy, eV: -2.07
Structure (SMILES): OC(=S)C(O)=S
E_HOMO, eV: -9.569

Okay, here come the Löwdin numbers, in e, for every atom:
1. C -0.930
2. C -0.873
3. H 0.028
4. H 0.086
5. O -0.020
6. O -0.049
7. S 0.843
8. S 0.915

---

Version z
Here is a single C2H2O2S2 molecule from the Open Molecules 2025 dataset. Energies are from ωB97M-V/def2-TZVPD.

Positions of all 8 atoms, in Å:
C 0.70 -0.05 -0.02
C -0.83 0.11 0.03
H 0.98 1.86 -0.01
H -0.32 -1.96 0.02
O 1.48 1.04 -0.08
O 1.21 -1.15 0.08
S -1.61 -1.40 -0.04
S -1.61 1.54 0.02

Properties
LUMO energy, eV: -1.51
Structure (SMILES): O=C(O)C(=S)S
E_HOMO, eV: -9.560

Okay, here come the Löwdin numbers, in e, for every atom:
1. C -0.571
2. C -1.147
3. H 0.077
4. H -0.049
5. O 0.116
6. O 0.044
7. S 0.833
8. S 0.697

---

The least stable of them is version x.

---

Version w
Here is a single C5H10N2O molecule from the Open Molecules 2025 dataset. Energies are from ωB97M-V/def2-TZVPD.

Positions of all 18 atoms, in Å:
C 0.64 0.20 0.56
C 1.10 -1.54 -1.71
N -0.52 0.69 0.07
C -0.59 2.33 0.89
C 0.52 -1.47 -0.34
N -1.88 2.72 0.81
C 0.02 -2.48 0.36
O 0.28 3.01 1.38
H -0.50 0.89 -0.93
H -2.15 3.56 1.31
H -2.58 2.00 0.66
H 1.57 0.64 0.20
H 0.62 -0.02 1.62
H 0.46 -1.04 -2.44
H 1.24 -2.58 -2.04
H 2.08 -1.05 -1.75
H 0.13 -3.52 0.03
H -0.45 -2.34 1.32

Properties
LUMO energy, eV: 0.81
Structure (SMILES): C=C(C)CNC(N)=O
E_HOMO, eV: -8.383

Okay, here come the Löwdin numbers, in e, for every atom:
1. C -0.213
2. C -0.106
3. N -0.007
4. C -0.422
5. C -0.260
6. N 0.133
7. C -0.009
8. O 0.062
9. H 0.087
10. H 0.112
11. H 0.094
12. H 0.096
13. H 0.102
14. H 0.073
15. H 0.077
16. H 0.073
17. H 0.055
18. H 0.052

---

Version x
Here is a single C5H10N2O molecule from the Open Molecules 2025 dataset. Energies are from ωB97M-V/def2-TZVPD.

Positions of all 18 atoms, in Å:
C 0.84 -0.43 -1.45
C -1.81 0.43 -0.12
C 0.48 -1.05 -0.24
C -0.29 0.14 0.91
N 1.75 0.57 -1.57
C 0.39 1.28 1.22
O -0.85 -0.51 2.01
N 0.43 -2.31 -0.11
H -0.85 -1.47 1.92
H 0.44 -0.80 -2.38
H 2.09 0.77 -2.50
H 2.05 0.93 -0.65
H 0.05 -2.61 0.78
H -2.45 0.82 0.67
H -2.23 -0.49 -0.51
H -1.64 1.15 -0.91
H 1.16 1.84 0.72
H 0.44 1.73 2.20

Properties
LUMO energy (spin up / spin down), eV: -0.31 / 0.63
E_HOMO (spin up / spin down), eV: -6.556 / -7.574

Okay, here come the Löwdin numbers, in e, for every atom:
1. C -0.193
2. C 0.025
3. C -0.302
4. C -0.443
5. N 0.079
6. C 0.063
7. O -0.035
8. N 0.128
9. H 0.079
10. H 0.115
11. H 0.103
12. H 0.086
13. H 0.033
14. H 0.047
15. H 0.054
16. H 0.045
17. H 0.045
18. H 0.069

---

Version y
Here is a 2-piece molecular cluster, C5H10N2O overall from the Open Molecules 2025 dataset. Energies are from ωB97M-V/def2-TZVPD.

Positions of all 18 atoms, in Å:
C -4.01 0.09 -0.39
C 0.34 -0.44 -0.11
C -0.09 -1.68 -0.93
C 1.49 -0.56 0.89
C -0.10 1.90 0.14
N -3.17 -0.12 0.40
N -0.29 0.61 -0.43
O -2.43 -0.39 1.28
H -4.78 0.29 -1.00
H 0.66 -2.57 -0.93
H -0.31 -1.38 -1.92
H -1.05 -2.11 -0.52
H 2.57 -0.13 0.59
H 1.66 -1.59 1.23
H 1.19 0.04 1.77
H 0.57 2.36 -0.51
H -1.17 2.34 0.26
H 0.37 1.83 1.10

Properties
LUMO energy, eV: 0.96
Structure (SMILES): C#[N+][O-].CN=C(C)C
E_HOMO, eV: -8.851

Okay, here come the Löwdin numbers, in e, for every atom:
1. C 0.169
2. C -0.417
3. C -0.059
4. C -0.052
5. C -0.130
6. N -0.222
7. N -0.031
8. O 0.025
9. H 0.034
10. H 0.098
11. H 0.038
12. H 0.077
13. H 0.128
14. H 0.058
15. H 0.064
16. H 0.059
17. H 0.111
18. H 0.050

---

The least stable of them is version x.

---

Version w
Here is an isolated ion of composition C11H17N2 and charge +1 from the Open Molecules 2025 dataset. Energies are from ωB97M-V/def2-TZVPD.

Positions of all 30 atoms, in Å:
C -1.07 2.75 -0.04
C -0.07 2.19 0.62
C -1.92 1.89 -0.74
C 1.86 -0.62 1.27
C 0.67 -2.57 0.15
C 2.08 -0.08 -0.13
C 0.63 -1.76 -1.21
C -0.53 -0.71 1.21
C 0.69 -1.59 1.31
C 0.80 -0.24 -0.89
C -0.38 0.20 -0.06
N -1.56 0.62 -0.68
N -3.03 2.38 -1.28
H -1.20 3.82 -0.10
H 0.65 2.55 1.21
H 2.74 -1.10 1.75
H 1.52 0.19 1.95
H -0.17 -3.16 0.36
H 1.71 -3.06 0.07
H 2.13 0.99 -0.10
H 2.92 -0.55 -0.68
H 1.33 -2.12 -1.84
H -0.29 -1.97 -1.63
H -1.54 -1.26 1.12
H -0.51 -0.18 2.17
H 0.61 -2.08 2.26
H 0.92 0.23 -1.86
H -2.24 0.01 -1.06
H -3.00 3.39 -1.37
H -3.73 1.85 -1.78

Properties
Charge: +1
LUMO energy, eV: -3.85
E_HOMO, eV: -13.034

Okay, here come the Löwdin numbers, in e, for every atom:
1. C -0.064
2. C 0.226
3. C -0.317
4. C -0.144
5. C -0.100
6. C -0.142
7. C -0.094
8. C -0.084
9. C -0.350
10. C -0.264
11. C -0.161
12. N 0.151
13. N 0.230
14. H 0.123
15. H 0.053
16. H 0.139
17. H 0.115
18. H 0.093
19. H 0.154
20. H 0.102
21. H 0.149
22. H 0.082
23. H 0.085
24. H 0.156
25. H 0.120
26. H 0.143
27. H 0.151
28. H 0.163
29. H 0.142
30. H 0.144

---

Version x
Here is an isolated ion of composition C11H17N2 and charge +1 from the Open Molecules 2025 dataset. Energies are from ωB97M-V/def2-TZVPD.

Positions of all 30 atoms, in Å:
C -0.68 1.45 2.55
C -1.90 0.70 2.42
C 0.53 1.26 2.02
C -2.45 0.38 1.24
C -1.02 -0.48 -1.99
C 0.96 0.24 0.96
C -1.89 0.68 -0.12
C 0.29 0.75 -0.36
C 0.65 -1.12 1.32
C 2.40 -1.14 -1.81
C 1.35 -0.30 -2.48
N 0.17 -0.02 -1.59
N -2.10 -0.17 -1.29
H -0.64 2.00 3.41
H -2.37 0.59 3.38
H 1.21 1.81 2.54
H -3.41 -0.11 1.26
H -1.12 -1.08 -2.94
H 2.01 0.31 0.94
H -2.02 1.63 -0.52
H 0.40 1.80 -0.47
H 1.04 -1.55 2.25
H 1.19 -1.82 0.59
H -0.49 -1.22 1.27
H 3.29 -1.26 -2.46
H 2.82 -0.57 -0.99
H 2.06 -2.12 -1.54
H 1.85 0.67 -2.68
H 0.86 -0.79 -3.36
H -3.00 -0.52 -1.56

Properties
Charge: +1
LUMO energy, eV: -3.39
E_HOMO, eV: -11.996

Okay, here come the Löwdin numbers, in e, for every atom:
1. C -0.083
2. C -0.074
3. C -0.023
4. C -0.063
5. C -0.044
6. C -0.352
7. C -0.040
8. C 0.044
9. C -0.069
10. C -0.075
11. C -0.157
12. N -0.057
13. N 0.084
14. H 0.085
15. H 0.125
16. H 0.084
17. H 0.109
18. H 0.185
19. H 0.118
20. H 0.105
21. H 0.123
22. H 0.105
23. H 0.092
24. H 0.102
25. H 0.102
26. H 0.071
27. H 0.074
28. H 0.140
29. H 0.128
30. H 0.161

---

Version y
Here is a 2-piece molecular cluster, C11H17N2 overall from the Open Molecules 2025 dataset. Energies are from ωB97M-V/def2-TZVPD.

Positions of all 30 atoms, in Å:
C -2.32 -2.14 -0.88
C -0.59 0.06 1.58
C -0.57 -0.99 0.63
C -1.91 -1.11 0.12
C -2.66 -0.19 0.78
C 0.50 0.39 2.38
C 1.63 -0.39 2.28
C 0.60 -1.76 0.54
C 1.67 -1.46 1.37
N -1.89 0.49 1.69
H -2.19 1.29 2.23
H 0.49 1.15 3.15
H -3.73 -0.03 0.70
H 2.53 -0.20 2.84
H 0.63 -2.60 -0.14
H -1.78 -2.03 -1.82
H -3.37 -2.09 -1.18
H 2.52 -2.13 1.30
H -2.08 -3.15 -0.53
C 0.72 1.75 -1.12
C 2.14 1.33 -0.84
N 0.42 1.61 -2.61
H 0.01 1.19 -0.54
H 0.64 2.81 -0.90
H 2.91 2.03 -1.12
H 2.37 0.35 -1.27
H 1.25 1.23 -3.06
H -0.31 0.90 -2.74
H 0.10 2.47 -3.05
H 2.26 1.20 0.23

Properties
Charge: +1
LUMO energy, eV: -3.49
E_HOMO, eV: -10.857

Okay, here come the Löwdin numbers, in e, for every atom:
1. C -0.049
2. C -0.247
3. C -0.170
4. C -0.242
5. C -0.051
6. C -0.021
7. C -0.101
8. C -0.025
9. C -0.098
10. N 0.085
11. H 0.157
12. H 0.113
13. H 0.130
14. H 0.109
15. H 0.111
16. H 0.065
17. H 0.084
18. H 0.107
19. H 0.087
20. C -0.155
21. C -0.066
22. N 0.206
23. H 0.092
24. H 0.130
25. H 0.087
26. H 0.090
27. H 0.160
28. H 0.172
29. H 0.170
30. H 0.070

---

The least stable of them is version x.